1.
The following is a DFT calculation (ωB97M-V/def2-TZVPD) of C5H4O2 as an isolated structure at a distorted geometry.

Geometry as ORCA input:
```
! RIJCOSX wB97M-V def2-TZVPD def2/J DEFGRID3
* xyz 0 1
O -2.11 0.38 -0.40
O 0.30 -1.07 0.94
C 1.47 0.00 -0.81
C 0.15 0.42 0.98
C 0.27 -0.91 -0.53
C 1.07 1.10 0.08
C -1.00 0.06 -0.22
H -0.26 0.95 1.79
H -0.02 -1.86 -1.07
H 1.43 2.29 0.04
H 1.57 0.14 -2.12
*
```

Its molecular weight is 96.1 g/mol. The energy above the lowest of the compared OMol25 structures with the same formula, charge and spin is 490.0 kJ/mol. The gap between HOMO and LUMO is 9.673 eV. For the LUMO energy, the calculation gives 0.0046 hartree. For the energy, the calculation gives -9339.103 eV. The calculation puts the HOMO energy at -9.5 eV.

2.
The following is a DFT calculation (ωB97M-V/def2-TZVPD) of C40H48F33N3O5S as an isolated structure at a distorted geometry.

Geometry as ORCA input:
```
! RIJCOSX wB97M-V def2-TZVPD def2/J DEFGRID3
* xyz 0 1
S -2.40 -0.84 2.27
F -1.42 3.11 -2.40
F 0.81 3.46 -3.63
F 3.72 -0.50 -5.79
F 0.55 4.23 -5.64
F -4.75 -6.59 7.65
F -0.38 -6.30 4.04
F 9.03 -7.84 -6.91
F 8.20 -1.43 -4.83
F -4.37 5.94 2.27
F -1.47 2.49 -5.03
F -4.55 -5.36 5.18
F 8.62 -5.72 -2.74
F 9.55 -9.91 -7.32
F 3.36 1.41 -4.83
F 2.19 -0.69 -3.52
F 0.89 1.38 -2.26
F -2.68 -6.06 7.26
F -0.37 -0.08 -1.28
F 9.08 -8.43 -3.14
F 11.72 -8.37 -6.70
F 9.06 -6.09 -4.83
F -0.80 2.54 -0.40
F -0.94 -4.43 5.96
F 5.00 -2.85 -5.31
F -5.57 -4.12 6.63
F -0.13 1.76 -6.58
F 10.90 -7.89 -4.75
F -2.41 -6.55 4.75
F 7.01 -8.01 -2.68
F 6.80 -3.83 -4.59
F -0.65 -3.59 3.98
F 4.12 -1.64 -3.22
F 6.58 -1.34 -3.42
O -0.86 0.48 -3.35
O 7.52 -8.49 -4.77
O 6.39 -0.35 -5.44
O -4.64 3.11 0.96
O -3.50 -3.59 6.09
N -3.40 0.37 1.74
N -1.18 0.07 3.00
N 1.55 2.90 1.76
C 1.62 2.01 2.93
C -0.85 2.63 3.16
C -1.40 3.93 2.79
C -3.18 5.52 1.64
C -7.31 4.77 2.77
C -7.14 6.26 3.34
C -0.05 0.68 -4.51
C -5.73 2.23 1.29
C -2.71 4.09 2.02
C -2.87 1.60 2.03
C -6.29 3.75 3.40
C 3.53 -0.45 -3.43
C -0.56 5.19 3.21
C -0.22 2.03 -5.24
C -5.63 1.33 3.80
C 0.30 5.79 2.03
C 0.48 2.42 3.96
C -1.30 2.06 -1.56
C 6.86 -1.47 -4.73
C -1.60 -5.72 4.07
C -4.70 6.07 -0.47
C 8.38 -9.48 -5.34
C 6.35 -2.78 -5.32
C -0.39 0.97 -2.14
C 7.97 -7.83 -3.62
C 8.16 -6.33 -3.85
C -4.37 -4.67 6.32
C -6.29 2.32 2.76
C 5.54 0.56 -4.74
C -1.50 -4.34 4.73
C -2.82 -3.54 4.84
C -3.90 -5.54 7.48
C 10.86 -8.80 -5.74
C 9.46 -8.98 -6.32
C -3.48 2.90 1.65
C -8.80 4.33 3.18
C 0.82 3.11 -4.93
C -3.30 5.56 0.04
C -1.57 1.36 2.77
C 4.04 0.23 -4.70
H 5.62 1.48 -5.32
H -5.57 5.76 0.14
H -4.85 5.62 -1.50
H -4.64 7.18 -0.65
H -2.49 6.23 -0.38
H -0.21 6.69 1.58
H -1.33 5.96 3.49
H -5.56 1.16 1.00
H 7.22 -5.86 -4.14
H 1.35 2.40 0.90
H 0.75 3.26 4.65
H -2.41 6.31 1.88
H 0.30 1.51 4.62
H 0.04 5.02 4.14
H -6.60 3.62 4.48
H 8.79 -10.15 -4.58
H 7.71 -10.10 -5.93
H -8.12 6.70 3.68
H 2.37 3.51 1.67
H 6.68 -2.91 -6.35
H 1.00 0.42 -4.33
H -2.31 1.67 -1.37
H -6.25 1.34 4.74
H -8.86 3.25 3.47
H -1.96 -5.64 3.04
H -2.54 -2.49 4.73
H 1.26 6.19 2.48
H -6.41 6.22 4.19
H -7.21 4.74 1.65
H -3.87 -4.97 8.41
H -6.59 2.55 0.62
H 3.70 0.19 -2.55
H -5.23 4.11 3.44
H -3.49 -3.74 4.00
H -6.78 6.89 2.49
H 1.38 0.96 2.59
H 2.62 1.98 3.43
H -3.10 4.55 -0.41
H -5.44 0.30 3.41
H -9.48 4.47 2.30
H 11.26 -9.75 -5.35
H -9.17 4.91 4.07
H -4.64 1.79 4.10
H 1.82 2.78 -5.19
H 0.53 5.07 1.21
H 5.93 0.82 -3.76
H -0.39 -0.09 -5.21
H -7.38 2.01 2.69
*
```

Its molecular weight is 1309.8 g/mol. The gap between HOMO and LUMO is 7.203 eV. For the LUMO energy, the calculation gives -0.0326 hartree. For the energy, the calculation gives -157475.235 eV. The calculation puts the HOMO energy at -8.1 eV.

3.
The following is a DFT calculation (ωB97M-V/def2-TZVPD) of a 2-piece molecular cluster, C2H6N4 overall at a distorted geometry.

Geometry as ORCA input:
```
! RIJCOSX wB97M-V def2-TZVPD def2/J DEFGRID3
* xyz 0 3
N 1.64 -0.31 0.41
N 1.27 1.07 0.38
N 0.67 -0.01 1.21
N -1.54 0.96 -0.74
C 2.33 -1.24 -0.10
C -1.54 1.38 0.49
H -0.65 1.84 0.87
H 0.63 1.12 -0.36
H 3.19 -0.82 -0.75
H -2.41 0.69 -1.10
H 2.13 -2.25 0.29
H -2.38 1.26 1.10
*
```

Its molecular weight is 86.1 g/mol. The energy above the lowest of the compared OMol25 structures with the same formula, charge and spin is 314.9 kJ/mol. The gap between HOMO and LUMO (spin up / spin down) is 6.546 / 9.358 eV. For the LUMO energy (spin up / spin down), the calculation gives 0.0389 / -0.0361 hartree. For the energy, the calculation gives -8122.468 eV. The calculation puts the HOMO energy (spin up / spin down) at -5.5 / -10.3 eV.

4.
The following is a DFT calculation (ωB97M-V/def2-TZVPD) of C32H74CsN10O14S as an isolated structure at a distorted geometry.

Geometry as ORCA input:
```
! RIJCOSX wB97M-V def2-TZVPD def2/J DEFGRID3
* xyz 1 1
Cs -0.16 0.09 -0.03
S -4.16 0.47 0.95
O 3.71 5.58 1.94
O -4.59 1.15 -5.01
O -5.34 -0.40 0.66
O -3.26 0.01 2.00
O -3.33 0.80 -0.33
O 0.99 -0.44 3.33
O -2.60 -4.81 2.60
O -4.53 2.08 1.10
O 2.78 1.05 0.31
O -1.08 2.93 1.29
O 5.15 -3.05 -2.66
O 0.87 -2.75 0.33
O -2.04 -1.87 -1.29
O -1.20 1.65 -2.64
N 3.77 -1.80 -3.87
N -1.79 3.43 3.39
N 5.00 4.09 3.10
N -3.77 -2.95 3.12
N 4.96 1.15 0.82
N 0.64 -1.56 5.25
N 0.62 2.87 -2.88
N -2.87 -3.75 -2.22
N 2.95 -3.68 0.55
N -4.71 -0.68 -6.38
C 4.80 0.58 2.16
C 1.42 -2.75 4.99
C 4.31 2.27 -1.14
C -1.05 5.25 1.89
C -0.61 -3.08 -2.72
C -3.59 -0.78 -4.24
C -1.48 -2.75 2.41
C -0.26 1.98 -3.36
C -5.49 -0.01 -7.39
C 3.62 -2.41 0.75
C -4.29 0.03 -5.29
C -2.68 -3.59 2.74
C 4.07 -2.85 -3.09
C -5.05 -3.50 3.49
C -4.21 -3.60 -1.68
C 3.93 1.38 0.02
C -4.12 1.74 -1.11
C 0.02 1.44 -4.65
C -1.94 -2.83 -2.03
C 4.61 -0.55 -3.82
C -4.46 2.82 -0.06
C -1.26 3.77 2.18
C 0.44 3.51 -1.56
C 1.65 -3.72 0.27
C 2.98 -3.91 -2.93
C -2.40 4.31 4.31
C 6.32 4.71 3.12
C 1.15 -5.13 -0.11
C 2.65 3.54 2.68
C 0.44 -0.59 4.38
C 3.85 4.52 2.53
C -0.48 0.52 4.89
H -5.50 -0.46 -8.38
H 3.86 -2.39 1.81
H 3.49 2.41 -1.85
H 0.28 -3.00 -2.10
H 6.66 4.73 2.09
H -5.65 -3.80 2.64
H -4.89 -3.13 -2.39
H 2.18 3.49 1.70
H -1.51 -2.51 1.34
H 1.29 3.33 -3.49
H 3.44 -4.56 0.62
H -0.60 0.66 5.97
H 0.32 -5.14 -0.81
H -0.05 1.47 4.57
H -3.55 2.19 -1.93
H 5.27 -0.41 2.16
H -2.03 5.72 2.00
H -2.56 3.90 5.30
H 5.81 1.65 0.60
H 6.42 5.60 3.74
H 2.36 -3.98 -3.82
H -2.78 -1.40 -4.63
H -5.69 -2.82 4.06
H -0.36 5.69 2.60
H -0.65 -3.41 2.65
H 2.01 -5.70 -0.47
H 0.99 -3.21 4.10
H -4.30 -2.92 -0.83
H -0.61 -2.43 -3.60
H 6.97 3.96 3.56
H 2.34 -3.51 -2.14
H 4.58 3.27 -0.81
H -3.66 3.54 0.11
H -0.52 -4.10 -3.10
H 2.49 -2.52 4.91
H -4.27 -1.50 -3.80
H -1.37 -1.79 2.91
H -2.17 2.50 3.38
H 5.20 1.74 -1.49
H 4.90 3.27 3.68
H -4.51 -1.66 -6.45
H 5.29 -0.47 -2.97
H 1.36 -3.51 5.77
H -3.70 -2.01 2.75
H 3.00 -1.51 0.63
H 0.83 -5.69 0.77
H 2.96 -1.67 -4.46
H -0.84 0.91 -5.04
H -0.53 3.64 -1.09
H -4.96 1.24 -1.59
H 0.98 3.09 -0.71
H 0.31 2.17 -5.40
H -3.16 -0.11 -3.49
H -3.43 4.52 4.01
H 3.76 0.55 2.48
H 4.57 -2.27 0.24
H 3.43 -4.83 -2.55
H 2.95 2.57 3.07
H 0.93 0.84 -4.66
H -5.42 3.26 -0.32
H 1.95 4.05 3.34
H 3.92 0.28 -3.65
H 5.33 1.16 2.92
H -1.51 0.47 4.54
H -0.10 -1.63 5.94
H -4.59 -4.57 -1.35
H -2.66 -4.53 -2.83
H -5.16 0.98 -7.71
H -4.96 -4.41 4.08
H 0.83 4.51 -1.71
H -6.54 0.16 -7.13
H -0.69 5.37 0.87
H 5.06 -0.43 -4.81
H -1.75 5.15 4.52
*
```

Its molecular weight is 988.0 g/mol. The gap between HOMO and LUMO is 8.952 eV. For the LUMO energy, the calculation gives -0.0671 hartree. For the energy, the calculation gives -89332.219 eV. The calculation puts the HOMO energy at -10.8 eV.

5.
The following is a DFT calculation (ωB97M-V/def2-TZVPD) of an isolated molecule of C4H4N2O2 at a distorted geometry.

Geometry as ORCA input:
```
! RIJCOSX wB97M-V def2-TZVPD def2/J DEFGRID3
* xyz 0 1
O -1.40 -1.69 0.93
O 0.89 1.86 -0.90
N -0.45 2.18 -0.63
N 0.79 -2.17 0.60
C 1.16 0.63 -0.51
C -1.00 1.06 -0.14
C 0.01 0.01 0.01
C -0.33 -1.33 0.51
H 0.62 -3.15 0.86
H 1.77 -2.08 0.36
H 2.25 0.49 -0.60
H -2.06 1.02 0.16
*
```

Its molecular weight is 112.1 g/mol. The energy above the lowest of the compared OMol25 structures with the same formula, charge and spin is 202.6 kJ/mol. The gap between HOMO and LUMO is 10.758 eV. For the LUMO energy, the calculation gives 0.0206 hartree. For the energy, the calculation gives -11286.440 eV. The calculation puts the HOMO energy at -10.2 eV.